1.
Entry from OMol25: 2 unconnected molecules or ions with the total composition C3H8NS in a non-equilibrium geometry (ωB97M-V with the def2-TZVPD basis set).

Values from the calculation:
**Spin multiplicity**: 2
**<S²>**: 0.7528
**Gap between HOMO and LUMO (alpha / beta)**: 8.62 / 5.41 eV

```
13
C3H8NS (ωB97M-V with the def2-TZVPD basis set)
C -0.85 2.11 -0.04
S 0.48 1.63 -1.16
H -1.04 3.18 -0.01
H -1.78 1.70 -0.51
H -0.77 1.80 1.07
C 1.18 -0.93 1.00
C 0.40 -1.75 0.20
N -0.22 -1.40 -0.96
H 1.42 0.15 0.75
H 1.66 -1.33 1.89
H 0.16 -2.70 0.56
H -0.12 -0.36 -1.17
H -0.53 -2.10 -1.63
```

2.
Entry from OMol25: a gas-phase ion, C3H8NS (charge +1) in a non-equilibrium geometry (ωB97M-V with the def2-TZVPD basis set).

Values from the calculation:
**Charge**: +1
**Spin multiplicity**: 1
**Gap between HOMO and LUMO**: 8.71 eV

```
13
C3H8NS (ωB97M-V with the def2-TZVPD basis set)
C -1.53 0.63 -0.55
C 0.83 0.86 0.39
C -0.18 0.03 -0.47
N -0.44 -1.42 0.41
S -2.97 0.13 0.04
H -1.52 1.64 -1.11
H 1.75 0.37 0.58
H 0.45 1.33 1.27
H 0.90 1.69 -0.33
H 0.32 -0.42 -1.32
H -1.33 -1.41 0.91
H 0.34 -1.69 1.15
H -0.63 -2.24 -0.22
```

3.
Entry from OMol25: a gas-phase ion, C3H8NSe (charge +1) in a non-equilibrium geometry (ωB97M-V with the def2-TZVPD basis set).

Values from the calculation:
**Charge**: +1
**Spin multiplicity**: 1
**Gap between HOMO and LUMO**: 9.53 eV

```
13
C3H8NSe (ωB97M-V with the def2-TZVPD basis set)
C -0.53 -0.69 -0.05
C -0.14 -0.25 -1.64
C 0.09 1.51 0.48
N 0.38 0.07 0.74
Se 0.44 1.56 -1.49
H -1.61 -0.41 0.16
H -0.34 -1.69 0.14
H 0.78 -0.80 -1.94
H -0.90 -0.37 -2.26
H -1.01 1.68 0.57
H 0.62 2.27 0.96
H 0.37 -0.40 1.67
H 1.38 -0.03 0.49
```

4.
Entry from OMol25: a single C3H8O molecule in a non-equilibrium geometry (ωB97M-V with the def2-TZVPD basis set).

Values from the calculation:
**Spin multiplicity**: 1
**Gap between HOMO and LUMO**: 11.25 eV

```
12
C3H8O (ωB97M-V with the def2-TZVPD basis set)
C -1.20 -0.89 0.05
C -0.10 0.28 -0.13
C 1.03 -0.11 -1.11
O 0.27 0.89 1.16
H -1.64 -1.24 -0.99
H -2.02 -0.68 0.77
H -0.55 -1.71 0.48
H -0.57 1.16 -0.40
H 0.82 0.11 -2.10
H 1.09 -1.24 -0.97
H 1.94 0.51 -0.91
H 0.36 0.22 1.95
```

5.
Entry from OMol25: 2 unconnected molecules or ions with the total composition C3H8O (ωB97M-V with the def2-TZVPD basis set).

Values from the calculation:
**Spin multiplicity**: 1
**Gap between HOMO and LUMO**: 11.30 eV

```
12
C3H8O (ωB97M-V with the def2-TZVPD basis set)
C 1.78 -0.17 0.52
C 1.53 -1.17 -0.33
H 1.33 -0.13 1.50
H 2.51 0.59 0.26
H 0.79 -1.93 -0.13
H 1.97 -1.18 -1.31
C -1.93 0.49 0.08
O -1.30 1.25 -0.94
H -1.55 0.76 1.07
H -1.76 -0.57 -0.07
H -2.99 0.73 0.06
H -0.38 1.35 -0.70
```

6.
Entry from OMol25: a single C3H8O2 molecule in a non-equilibrium geometry (ωB97M-V with the def2-TZVPD basis set).

Values from the calculation:
**Spin multiplicity**: 1
**Gap between HOMO and LUMO**: 11.29 eV

```
13
C3H8O2 (ωB97M-V with the def2-TZVPD basis set)
C 0.55 -0.08 -0.70
C -0.92 -0.30 -0.42
C 1.34 0.45 0.49
O -1.04 -1.36 0.57
O -1.51 0.89 0.02
H -0.62 -1.08 1.39
H -2.44 0.72 0.21
H 0.98 -0.99 -1.10
H -1.43 -0.71 -1.31
H 0.48 0.70 -1.50
H 0.81 1.28 0.95
H 1.49 -0.33 1.23
H 2.31 0.80 0.16
```

7.
Entry from OMol25: a single C3H8O2 molecule (ωB97M-V with the def2-TZVPD basis set).

Values from the calculation:
**Spin multiplicity**: 1
**Gap between HOMO and LUMO**: 10.96 eV

```
13
C3H8O2 (ωB97M-V with the def2-TZVPD basis set)
C -1.57 0.29 0.26
C -0.29 -0.41 -0.13
O -0.16 -0.34 -1.53
C 0.94 0.22 0.53
O 2.12 -0.40 0.05
H -1.49 1.37 0.09
H -1.81 0.12 1.32
H -2.40 -0.09 -0.35
H -0.34 -1.47 0.19
H 0.64 -0.83 -1.75
H 0.94 1.29 0.30
H 0.91 0.10 1.62
H 2.51 0.18 -0.62
```

8.
Entry from OMol25: a single C3H8O2 molecule (ωB97M-V with the def2-TZVPD basis set).

Values from the calculation:
**Spin multiplicity**: 1
**Gap between HOMO and LUMO**: 10.80 eV

```
13
C3H8O2 (ωB97M-V with the def2-TZVPD basis set)
O -1.22 -0.80 -0.77
C 0.19 -0.77 -0.98
C 0.71 0.44 -0.23
C 0.24 0.51 1.23
O -0.91 1.33 1.31
H -1.57 -1.62 -1.13
H 0.43 -0.68 -2.05
H 0.65 -1.71 -0.62
H 0.23 1.33 -0.65
H 1.79 0.55 -0.36
H 0.03 -0.49 1.63
H 1.00 0.98 1.87
H -1.57 0.90 0.75
```

9.
Entry from OMol25: 2 unconnected molecules or ions with the total composition C3H8O2 (ωB97M-V with the def2-TZVPD basis set).

Values from the calculation:
**Spin multiplicity**: 1
**Gap between HOMO and LUMO**: 8.89 eV

```
13
C3H8O2 (ωB97M-V with the def2-TZVPD basis set)
O 0.93 0.20 -0.91
C 0.22 1.11 -0.06
C -1.23 0.67 0.00
C 0.44 -2.25 1.07
O 0.12 -2.30 -0.20
H 1.86 0.45 -0.92
H 0.30 2.12 -0.47
H 0.66 1.10 0.94
H -1.66 0.62 -1.00
H -1.81 1.40 0.59
H 1.04 -1.30 1.19
H -1.34 -0.31 0.47
H 0.45 -1.51 -0.70
```

10.
Entry from OMol25: a single C3H8O2 molecule in a non-equilibrium geometry (ωB97M-V with the def2-TZVPD basis set).

Values from the calculation:
**Spin multiplicity**: 1
**Gap between HOMO and LUMO**: 10.86 eV

```
13
C3H8O2 (ωB97M-V with the def2-TZVPD basis set)
C -0.72 -0.27 -1.30
C -0.08 -0.67 0.03
C -0.10 0.46 1.02
H -1.77 0.04 -1.17
H -0.15 0.48 -1.87
H -0.79 -1.18 -1.95
H -0.67 -1.53 0.35
H 1.80 -0.38 -0.23
H -1.08 0.95 1.06
H 0.09 0.06 1.99
H 1.33 1.78 1.53
O 1.23 -1.14 -0.13
O 0.91 1.40 0.68
```

11.
Entry from OMol25: 2 unconnected molecules or ions with the total composition C3H8O2 in a non-equilibrium geometry (ωB97M-V with the def2-TZVPD basis set).

Values from the calculation:
**Spin multiplicity**: 1
**Gap between HOMO and LUMO**: 9.98 eV

```
13
C3H8O2 (ωB97M-V with the def2-TZVPD basis set)
C 2.93 -0.84 0.48
O 1.47 -0.69 0.81
H 3.42 0.09 1.12
H 3.20 -1.80 1.07
H 3.26 -0.70 -0.54
H 1.17 0.22 0.50
C -1.98 -0.26 -0.87
C -2.58 0.96 -0.62
O -2.17 1.92 0.36
H -2.35 -0.80 -1.68
H -1.04 -0.61 -0.50
H -3.52 1.19 -1.23
H -1.83 1.30 1.13
```

12.
Entry from OMol25: 2 unconnected molecules or ions with the total composition C3H8O2 in a non-equilibrium geometry (ωB97M-V with the def2-TZVPD basis set).

Values from the calculation:
**Spin multiplicity**: 1
**Gap between HOMO and LUMO**: 8.82 eV

```
13
C3H8O2 (ωB97M-V with the def2-TZVPD basis set)
C 2.25 -0.49 -0.10
C 1.08 -1.12 0.67
C -0.06 -0.40 0.36
O -1.39 -0.90 -0.01
H 2.18 0.40 -0.68
H 3.18 -0.44 0.66
H 2.81 -1.26 -0.83
H 1.33 -1.75 1.44
H 0.01 0.76 0.34
H -1.19 -1.80 -0.05
H -1.95 3.21 -0.79
H -1.45 1.81 -1.38
O -1.68 2.30 -0.53
```

13.
Entry from OMol25: a single C3H8O2 molecule in a non-equilibrium geometry (ωB97M-V with the def2-TZVPD basis set).

Values from the calculation:
**Spin multiplicity**: 1
**Gap between HOMO and LUMO**: 10.35 eV

```
13
C3H8O2 (ωB97M-V with the def2-TZVPD basis set)
C 0.04 0.53 -0.26
C -0.14 -1.65 -0.47
C -0.45 0.76 1.15
O 0.97 -0.38 -0.51
O 1.27 1.71 -0.50
H 1.62 1.60 -1.39
H -0.70 0.74 -1.05
H -1.39 0.23 1.32
H -1.14 -1.47 -0.88
H -0.17 -1.99 0.56
H 0.40 -2.33 -1.12
H 0.30 0.42 1.86
H -0.62 1.82 1.29
```

14.
Entry from OMol25: 2 unconnected molecules or ions with the total composition C3H8O2 in a non-equilibrium geometry (ωB97M-V with the def2-TZVPD basis set).

Values from the calculation:
**Spin multiplicity**: 1
**Gap between HOMO and LUMO**: 10.57 eV

```
13
C3H8O2 (ωB97M-V with the def2-TZVPD basis set)
O 0.73 0.01 -2.26
C -0.25 0.17 -1.58
C -1.03 -0.93 -0.88
C -1.08 -0.71 0.68
H -0.66 1.19 -1.42
H -0.43 -1.82 -1.09
H -1.94 -1.12 -1.45
H -0.23 -1.28 1.03
H -1.97 -1.27 0.97
H -1.21 0.35 0.86
H 2.04 2.04 2.10
H 3.04 1.39 1.14
O 2.98 1.99 1.90
```

15.
Entry from OMol25: 2 unconnected molecules or ions with the total composition C3H8O2 in a non-equilibrium geometry (ωB97M-V with the def2-TZVPD basis set).

Values from the calculation:
**Spin multiplicity**: 3
**<S²>**: 2.0071
**Gap between HOMO and LUMO (alpha / beta)**: 6.72 / 9.04 eV

```
13
C3H8O2 (ωB97M-V with the def2-TZVPD basis set)
C -0.22 0.06 -1.07
C 2.15 -0.72 -1.23
C 0.84 -0.52 -0.54
O -2.70 0.94 2.55
O -2.57 0.63 1.13
H -2.40 1.88 2.57
H -0.19 0.46 -2.07
H -1.15 0.18 -0.53
H 2.98 -0.54 -0.55
H 2.24 -0.05 -2.09
H 2.23 -1.75 -1.59
H 0.79 -0.92 0.47
H -2.02 0.35 2.93
```

16.
Entry from OMol25: 2 unconnected molecules or ions with the total composition C3H8O2 in a non-equilibrium geometry (ωB97M-V with the def2-TZVPD basis set).

Values from the calculation:
**Charge**: +1
**Spin multiplicity**: 2
**<S²>**: 0.7564
**Gap between HOMO and LUMO (alpha / beta)**: 11.80 / 3.62 eV

```
13
C3H8O2 (ωB97M-V with the def2-TZVPD basis set)
O 2.83 -1.47 -0.98
C 3.18 -0.55 -1.67
H 3.09 -0.65 -2.76
H 3.18 0.46 -1.25
C -1.00 -0.10 1.08
O -0.50 -0.26 -0.31
C -2.09 0.93 0.90
H -0.10 0.23 1.55
H -1.26 -1.04 1.54
H -0.20 -1.19 -0.36
H -1.78 1.65 0.12
H -2.41 1.47 1.83
H -2.95 0.51 0.32
```

17.
Entry from OMol25: 2 unconnected molecules or ions with the total composition C3H8O2P in a non-equilibrium geometry (ωB97M-V with the def2-TZVPD basis set).

Values from the calculation:
**Charge**: -1
**Spin multiplicity**: 1
**Gap between HOMO and LUMO (alpha / beta)**: 7.81 / 6.30 eV

```
14
C3H8O2P (ωB97M-V with the def2-TZVPD basis set)
C -1.09 0.97 -0.39
C 1.36 0.46 -0.79
C 0.33 1.17 -0.05
O -0.41 -2.50 -0.19
O -1.54 -1.84 2.07
P -0.39 -1.82 1.13
H -1.71 1.25 0.54
H -1.36 1.62 -1.24
H -1.22 -0.07 -0.61
H 1.44 0.90 -1.83
H 1.18 -0.62 -0.79
H 2.27 0.74 -0.20
H 0.42 2.16 0.53
H 0.73 -2.43 1.82
```

18.
Entry from OMol25: a gas-phase ion, C3H8O2P (charge -1) in a non-equilibrium geometry (ωB97M-V with the def2-TZVPD basis set).

Values from the calculation:
**Charge**: -1
**Spin multiplicity**: 1
**Gap between HOMO and LUMO**: 7.21 eV

```
14
C3H8O2P (ωB97M-V with the def2-TZVPD basis set)
C -0.16 -1.13 1.43
C -1.34 -0.49 -1.39
C 0.73 1.57 0.70
O 2.27 -0.25 -0.62
O -0.01 -0.12 -1.53
P 0.88 -0.15 -0.10
H -0.02 -2.25 1.03
H 0.67 -0.87 2.16
H -1.50 -1.33 -0.86
H -1.69 -0.87 -2.38
H -2.01 0.30 -1.09
H -0.25 1.83 0.83
H 1.14 1.35 1.69
H 1.27 2.42 0.13
```

How do the records compare in energy relative to the best compared isomer or geometry (same formula, charge and spin)? In the order shown, they have 26.0, 19.6, 9.4, 27.9, 31.8, 10.4, 15.0, 20.6, 84.0, 20.6, 70.1, 85.9, 79.6, 28.2, 70.7, 67.2, 85.2, 85.8 kcal/mol.
How do the records compare in electronic energy? In the order shown, they have -15563.3965, -15557.8110, -70068.7933, -5286.9406, -5286.7713, -7335.5981, -7335.4008, -7335.1551, -7332.4086, -7335.1552, -7333.0091, -7332.3246, -7332.5995, -7334.8289, -7326.9165, -7323.6743, -16623.9680, -16623.9433 eV.